{"formula": "C13H13N3O3", "method": "ωB97M-V with the def2-TZVPD basis set", "species": ["C", "C", "C", "C", "C", "C", "C", "H", "H", "C", "O", "C", "H", "H", "C", "N", "C", "N", "C", "N", "H", "H", "C", "O", "O", "H", "H", "H", "H", "H", "H", "H"], "xyz": [[4.219, 0.460, -1.264], [3.078, 0.438, -0.518], [2.780, -0.545, 0.273], [1.529, -0.681, 1.045], [0.627, 0.259, 0.895], [0.869, 1.455, 0.314], [1.971, 1.412, -0.351], [2.269, 2.416, -1.258], [0.195, 2.408, 0.165], [-0.598, 0.442, 1.849], [-1.033, 1.666, 2.496], [-1.571, -0.701, 1.819], [-2.293, -0.790, 2.470], [-0.844, -1.518, 2.375], [-1.998, -1.259, 0.416], [-2.696, -0.188, -0.016], [-3.779, -0.284, -0.721], [-4.049, 1.009, -1.214], [-2.793, 1.849, -1.022], [-2.067, 1.084, -0.148], [-2.775, 2.758, -1.319], [-4.608, -0.856, -0.669], [-0.871, -1.752, -0.238], [-0.335, -2.803, 0.215], [-0.664, -1.059, -1.681], [0.151, -1.607, -1.948], [-2.724, -2.220, 0.690], [1.317, -1.338, 1.676], [3.210, -1.520, 0.444], [4.012, 0.875, -2.248], [4.951, 1.159, -0.903], [4.520, -0.572, -1.622]], "homo_ev": -9.458, "gap_ev": 9.14, "de_lowest_ev": 12.350}



{"formula": "C13H13N3O4S2", "method": "ωB97M-V with the def2-TZVPD basis set", "species": ["C", "C", "O", "C", "O", "C", "S", "C", "N", "C", "S", "N", "C", "O", "C", "C", "C", "C", "O", "N", "C", "C", "H", "H", "H", "H", "H", "H", "H", "H", "H", "H", "H", "H", "H"], "xyz": [[-3.746, -2.346, 1.423], [-3.209, -2.132, 0.015], [-2.300, -1.034, -0.035], [-2.836, 0.194, -0.149], [-4.020, 0.414, -0.241], [-1.790, 1.203, -0.162], [-0.124, 0.715, -0.012], [0.318, 2.415, -0.135], [1.580, 2.916, -0.081], [2.826, 2.339, 0.017], [4.105, 3.331, 0.249], [2.895, 0.983, -0.128], [3.968, 0.158, 0.205], [4.993, 0.535, 0.707], [3.681, -1.244, -0.114], [4.462, -2.358, 0.071], [3.704, -3.451, -0.396], [2.520, -2.929, -0.829], [2.494, -1.602, -0.666], [-0.693, 3.217, -0.259], [-1.879, 2.572, -0.277], [-3.131, 3.355, -0.415], [-4.384, -3.226, 1.439], [-4.330, -1.483, 1.733], [-2.925, -2.488, 2.122], [-2.630, -2.994, -0.322], [-4.034, -1.939, -0.679], [1.609, 3.932, -0.058], [2.080, 0.503, -0.495], [5.448, -2.371, 0.487], [3.995, -4.481, -0.408], [1.650, -3.386, -1.258], [-3.212, 4.056, 0.414], [-3.095, 3.934, -1.336], [-3.990, 2.693, -0.426]], "smiles": "CCOC(=O)c1sc(NC(=S)NC(=O)c2ccco2)nc1C", "homo_ev": -8.531, "gap_ev": 8.13}



{"formula": "C13H13NO5", "method": "ωB97M-V with the def2-TZVPD basis set", "species": ["C", "C", "C", "N", "C", "C", "C", "C", "C", "C", "O", "C", "O", "O", "C", "C", "O", "C", "O", "H", "H", "H", "H", "H", "H", "H", "H", "H", "H", "H", "H", "H"], "xyz": [[2.639, 0.338, 2.173], [1.301, 0.432, 2.916], [1.128, 1.749, 3.670], [0.197, 0.283, 1.965], [-0.014, 1.052, 0.743], [-1.313, 0.491, 0.233], [-1.114, -0.265, -1.094], [-0.660, -1.605, -1.135], [-0.535, -2.299, -2.330], [-0.812, -1.616, -3.535], [-0.720, -2.049, -4.802], [-1.027, -0.974, -5.602], [-0.917, -0.977, -6.834], [-1.377, 0.109, -4.847], [-1.252, -0.325, -3.548], [-1.361, 0.369, -2.303], [-1.814, -0.385, 1.247], [-0.946, -0.380, 2.274], [-1.106, -0.952, 3.334], [2.692, -0.595, 1.566], [3.467, 0.331, 2.880], [2.785, 1.189, 1.544], [1.324, -0.369, 3.660], [1.232, 2.635, 3.038], [1.823, 1.823, 4.505], [0.107, 1.764, 4.114], [0.763, 0.904, -0.043], [-0.124, 2.116, 0.959], [-2.022, 1.304, 0.107], [-0.443, -2.142, -0.197], [-0.226, -3.340, -2.295], [-1.676, 1.386, -2.363]], "smiles": "CC(C)N1C[C@@H](c2ccc3oc(=O)oc3c2)OC1=O", "homo_ev": -9.493, "gap_ev": 9.93, "de_lowest_ev": 0.171}



{"formula": "C13H14AuClIN2O8P2", "method": "ωB97M-V with the def2-TZVPD basis set", "species": ["Au", "Cl", "C", "C", "C", "I", "C", "O", "C", "N", "C", "C", "C", "C", "H", "H", "H", "H", "C", "C", "O", "P", "O", "O", "O", "P", "O", "O", "O", "H", "H", "H", "H", "H", "H", "H", "C", "C", "N", "H", "H", "H"], "xyz": [[0.401, -0.172, -0.901], [2.977, 5.793, 1.660], [2.849, 4.227, 1.018], [3.964, 3.392, 0.909], [3.893, 2.155, 0.292], [5.540, 1.060, -0.142], [2.658, 1.568, -0.145], [2.614, 0.447, -0.644], [1.497, 2.450, -0.020], [0.309, 1.900, -0.385], [-0.790, 2.636, -0.295], [-0.749, 3.945, 0.192], [0.403, 4.462, 0.684], [1.547, 3.732, 0.565], [4.976, 3.756, 1.152], [-1.759, 2.153, -0.516], [-1.701, 4.549, 0.209], [0.344, 5.546, 1.065], [-1.957, -2.897, -3.205], [-2.098, -2.845, -1.690], [-3.112, -3.734, -1.336], [-2.833, -1.188, -1.226], [-4.158, -0.909, -2.029], [-3.389, -1.208, 0.269], [-1.814, -0.120, -1.420], [-0.573, -3.207, -0.815], [-0.872, -2.574, 0.646], [-0.174, -4.606, -0.818], [0.363, -2.133, -1.371], [-2.974, -2.986, -3.680], [-1.386, -3.756, -3.467], [-1.554, -1.977, -3.632], [-2.736, -4.635, -1.389], [-4.994, -1.212, -1.655], [-2.647, -1.418, 0.875], [-0.942, -3.191, 1.386], [1.617, -1.865, 3.592], [1.141, -0.756, 2.802], [0.795, 0.061, 2.084], [0.869, -2.255, 4.275], [2.488, -1.547, 4.129], [1.965, -2.641, 2.975]], "homo_ev": [-11.685, -12.484], "spin_multiplicity": 3, "total_charge": 1, "gap_ev": [7.65, 6.60], "de_lowest_ev": 0.560, "s_squared": 2.036}



{"formula": "C13H14AuF6N2O9S3", "method": "ωB97M-V with the def2-TZVPD basis set", "species": ["Au", "O", "C", "O", "C", "C", "C", "C", "C", "N", "C", "O", "O", "H", "H", "H", "H", "C", "C", "S", "O", "C", "C", "H", "H", "H", "H", "H", "H", "H", "H", "H", "H", "F", "C", "F", "F", "S", "O", "O", "N", "S", "O", "O", "C", "F", "F", "F"], "xyz": [[0.361, 1.042, -0.059], [3.841, -0.221, 1.599], [2.846, 0.171, 0.880], [1.966, 0.949, 1.313], [2.840, -0.276, -0.548], [3.744, -1.035, -1.254], [3.434, -1.328, -2.587], [2.256, -0.883, -3.173], [1.391, -0.126, -2.400], [1.739, 0.150, -1.162], [0.017, 0.422, -2.783], [-0.487, 0.250, -3.845], [-0.572, 1.175, -1.816], [3.732, 0.058, 2.527], [4.644, -1.405, -0.783], [4.121, -1.931, -3.164], [1.985, -1.123, -4.192], [-3.336, 2.015, -0.468], [-2.923, 1.849, 0.983], [-1.182, 2.101, 1.306], [-0.838, 1.729, 2.666], [-0.927, 3.880, 1.022], [-0.318, 4.526, 2.258], [-4.414, 1.868, -0.519], [-2.861, 1.270, -1.100], [-3.121, 3.011, -0.856], [-3.114, 0.850, 1.370], [-3.372, 2.589, 1.653], [-1.907, 4.289, 0.775], [-0.289, 3.976, 0.144], [-0.990, 4.465, 3.111], [-0.132, 5.576, 2.035], [0.624, 4.056, 2.532], [0.936, -5.231, 0.515], [1.455, -4.199, 1.158], [1.350, -4.375, 2.463], [2.749, -4.084, 0.832], [0.634, -2.639, 0.636], [1.325, -1.590, 1.368], [0.786, -2.561, -0.799], [-0.814, -2.906, 1.157], [-2.016, -2.029, 0.653], [-1.606, -0.664, 0.331], [-3.154, -2.177, 1.493], [-2.508, -2.750, -1.015], [-3.778, -3.115, -0.973], [-2.355, -1.820, -1.961], [-1.760, -3.799, -1.320]], "homo_ev": -13.102, "total_charge": 1, "gap_ev": 7.18, "de_lowest_ev": 0.375}



{"formula": "C13H14BCl4NO", "method": "ωB97M-V with the def2-TZVPD basis set", "species": ["Cl", "B", "Cl", "Cl", "O", "C", "C", "C", "C", "C", "Cl", "C", "C", "H", "H", "H", "H", "H", "C", "C", "C", "N", "C", "C", "C", "H", "H", "H", "H", "H", "H", "H", "H", "H"], "xyz": [[-0.942, 0.676, -4.978], [-1.779, 0.765, -3.301], [-3.077, 2.123, -3.242], [-2.793, -0.932, -2.977], [-0.767, 0.893, -2.236], [-0.934, 0.469, -0.919], [-0.211, 1.374, 0.048], [-0.648, 1.726, 1.349], [0.137, 2.533, 2.204], [1.344, 3.102, 1.783], [2.298, 4.127, 2.809], [1.807, 2.774, 0.492], [1.022, 1.955, -0.396], [-2.022, 0.333, -0.730], [-1.700, 1.474, 1.610], [-0.266, 2.896, 3.158], [2.692, 3.284, 0.091], [1.276, 1.937, -1.475], [1.482, -1.594, -1.884], [0.741, -1.675, -0.616], [-0.606, -1.114, -0.495], [-0.953, -1.383, 0.855], [0.024, -2.021, 1.530], [-0.206, -2.686, 2.848], [1.081, -2.294, 0.622], [2.563, -1.608, -1.703], [1.218, -2.476, -2.484], [1.175, -0.711, -2.459], [-1.348, -1.518, -1.272], [-1.779, -0.951, 1.335], [0.767, -2.926, 3.294], [-0.731, -2.017, 3.540], [-0.808, -3.618, 2.791], [1.944, -2.917, 0.806]], "homo_ev": -9.234, "gap_ev": 7.65, "de_lowest_ev": 0.539}